The following is a DFT calculation (ωB97M-V/def2-TZVPD) of a structure of composition C28H22Br4F4N5O2Ti.

Structure (XYZ):
```
66
Properties=species:S:1:pos:R:3:forces:R:3:lowdin_spin:R:1
Ti 0.26477 -0.27583 0.43648 0.616 0.682 1.546 0.388
C 2.51639 -0.81004 2.82505 0.082 -0.132 0.031 0.000
N 1.51575 0.16654 2.37397 0.170 0.237 0.226 0.001
C 2.16378 1.48959 2.34698 -0.027 0.157 -0.016 0.001
C 0.40207 0.19295 3.34201 -0.296 0.136 0.111 0.000
C -0.84672 0.90009 2.76774 0.219 0.273 0.276 0.003
N -0.60585 1.24575 1.37080 -0.444 0.146 0.067 -0.001
C -1.40182 2.22494 0.83383 -0.361 0.719 -0.152 0.004
C -0.90057 3.07355 -0.18181 0.097 -0.416 0.493 0.001
F 0.39649 2.93665 -0.50339 0.209 0.103 -0.267 0.004
C -1.63423 4.07582 -0.76984 -0.255 -0.029 0.055 0.000
F -1.07665 4.83371 -1.72464 0.127 -0.020 -0.029 0.000
C -2.93143 4.33386 -0.37084 0.016 -0.006 -0.016 0.000
C -3.44181 3.55618 0.64646 0.016 0.120 -0.090 0.000
F -4.69237 3.77879 1.07378 -0.064 -0.045 0.039 0.000
C -2.71624 2.53847 1.23500 0.249 -0.254 -0.109 0.000
F -3.32375 1.80875 2.18809 -0.099 -0.023 -0.024 0.000
H 2.92705 -0.52669 3.80174 -0.036 0.070 -0.019 0.000
H 3.33028 -0.86830 2.10395 -0.027 -0.008 -0.021 0.000
H 2.07279 -1.79862 2.91727 -0.022 0.020 -0.017 0.000
H 2.45634 1.79211 3.36013 0.036 -0.056 -0.014 0.000
H 1.48334 2.23208 1.93881 -0.007 -0.017 0.003 0.000
H 3.05938 1.45568 1.72788 -0.008 -0.037 -0.013 0.000
H 0.72453 0.69748 4.26121 0.076 -0.062 -0.013 0.000
H 0.14780 -0.83389 3.60064 0.070 -0.015 -0.055 0.000
H -1.05219 1.80738 3.34475 -0.006 -0.023 0.005 0.000
H -1.70563 0.23470 2.86979 0.063 0.006 0.094 0.000
H -3.51348 5.11841 -0.82935 -0.024 0.007 0.010 0.000
Br -1.02433 -6.33760 3.36590 -0.022 0.059 -0.059 0.001
C -0.23059 -4.94772 2.36482 0.128 -0.109 0.018 0.003
C 1.03150 -5.11640 1.80341 -0.129 -0.027 0.048 -0.001
Br 1.95591 -6.75089 1.99759 -0.021 0.073 -0.030 0.000
C 1.62678 -4.06172 1.10220 0.228 0.016 -0.086 0.002
Br 3.35731 -4.19865 0.34988 -0.097 0.066 0.012 0.001
C 0.97746 -2.84477 0.95832 -0.334 -0.393 0.301 0.001
O 1.46522 -1.77639 0.36969 0.529 -0.863 -0.008 0.012
C -0.31992 -2.68583 1.51408 0.492 -0.766 -0.006 0.003
O -0.83710 -1.47841 1.34872 -0.607 -0.619 0.431 -0.002
C -0.90124 -3.72767 2.21289 -0.200 0.110 0.110 -0.001
Br -2.59267 -3.40469 2.99658 0.091 0.041 -0.110 0.000
C 3.41841 1.13730 -2.20739 -0.117 0.045 -0.194 0.022
C 2.77758 0.62079 -1.10065 0.291 -0.078 0.192 0.065
N 1.45781 0.40282 -1.04542 0.064 0.671 -1.288 0.059
C 0.73652 0.65882 -2.18669 0.251 0.166 -0.216 0.065
C 1.31796 1.18649 -3.36081 -0.065 -0.083 0.312 0.008
C 2.68675 1.43237 -3.35544 0.039 -0.019 0.147 0.086
C 0.45712 1.44213 -4.48049 -0.132 0.015 -0.169 -0.005
C -0.85636 1.13227 -4.44706 0.114 0.073 -0.153 -0.010
C -1.45102 0.53110 -3.28838 0.134 0.006 0.277 0.013
C -2.77228 0.10480 -3.21740 -0.030 -0.095 0.159 0.069
C -3.23158 -0.48181 -2.04036 0.077 0.135 -0.231 0.026
C -2.38586 -0.59765 -0.95662 -0.174 -0.043 0.186 0.053
N -1.11095 -0.19180 -0.98350 -0.525 0.431 -1.546 0.050
C -0.63398 0.34482 -2.15170 -0.418 -0.011 -0.082 0.062
H 4.48123 1.32759 -2.17580 0.022 -0.089 0.062 -0.001
H 3.34104 0.36484 -0.21211 -0.040 -0.004 0.010 0.003
H 3.17845 1.83633 -4.23058 -0.047 0.031 -0.024 0.005
H 0.88965 1.89449 -5.36407 0.009 -0.015 -0.011 0.000
H -1.48917 1.33266 -5.30267 0.009 -0.023 -0.017 -0.001
H -3.43031 0.21232 -4.06991 0.024 0.038 -0.031 0.004
H -4.24565 -0.84631 -1.96722 -0.010 0.013 0.065 0.000
H -2.72776 -1.03107 -0.02554 0.082 -0.011 0.015 0.002
N 0.23182 -2.53903 -2.12862 -0.108 -0.158 -0.271 0.004
H 0.17811 -3.49755 -1.80107 0.048 0.009 0.009 0.000
H 1.21493 -2.30487 -2.20585 0.036 -0.041 0.084 0.000
H -0.15878 -2.52123 -3.06523 0.037 -0.080 -0.006 0.000
```
Positions in Å, forces in eV/Å.

## Properties
spin multiplicity	2
expectation value of S²	0.7700
HOMO energy (alpha / beta)	-6.1 / -7.8	eV
M	903.99	g/mol

The following is a DFT calculation (ωB97M-V/def2-TZVPD) of a structure of composition C28H22BrN5O3S3V.

Structure (XYZ):
```
63
Properties=species:S:1:pos:R:3:forces:R:3:lowdin_spin:R:1
V 0.62152 0.42825 0.23385 0.820 0.289 -0.440 1.936
O -1.37770 -1.39285 3.16152 -0.122 -0.051 0.244 0.066
C -0.57182 -1.18003 2.26979 0.188 0.138 -0.446 0.040
O -0.56581 -0.11641 1.50802 -1.391 -0.561 1.496 0.009
C 0.52139 -2.10925 1.89452 0.061 0.148 -0.702 0.164
C 0.94579 -3.10803 2.73438 0.197 -0.275 0.086 0.032
C 2.02241 -3.91079 2.37439 -0.056 0.033 -0.023 0.215
C 2.60437 -3.73549 1.08170 -0.066 0.059 0.113 0.017
C 3.66501 -4.52292 0.60866 0.018 0.004 -0.161 0.070
C 4.16546 -4.37754 -0.68255 -0.051 -0.082 0.169 0.046
C 3.58139 -3.44782 -1.53194 -0.194 0.104 0.004 0.052
C 2.54360 -2.63569 -1.08183 0.147 -0.260 -0.119 0.063
C 2.06186 -2.71685 0.23081 -0.131 0.118 0.097 0.017
N 1.07970 -1.85179 0.65067 -0.192 0.086 0.621 0.196
H 0.42478 -3.22789 3.67697 0.036 0.034 -0.008 -0.004
H 2.40995 -4.67586 3.03831 -0.012 0.000 -0.017 0.016
H 4.08629 -5.27035 1.27523 0.003 0.017 -0.002 0.002
H 4.99589 -4.98825 -1.02117 -0.025 -0.010 0.006 0.002
H 3.93782 -3.35446 -2.55307 0.027 0.053 0.017 0.003
H 2.07846 -1.90645 -1.72258 0.021 0.093 -0.011 0.002
S 1.53929 1.91626 1.87899 0.125 0.170 -0.110 -0.006
C 2.16679 3.16617 0.81628 0.000 -0.024 -0.024 0.002
C 3.20143 4.01560 1.22870 -0.044 -0.031 -0.065 0.002
C 3.72406 4.99263 0.39167 -0.029 -0.068 0.030 -0.001
C 3.22738 5.13043 -0.90000 -0.048 -0.041 -0.005 0.003
C 2.18589 4.31248 -1.32032 -0.007 -0.032 0.049 -0.001
C 1.62598 3.34875 -0.47780 -0.022 0.031 0.094 0.007
S 0.24143 2.40182 -1.01905 -0.213 0.078 -0.176 -0.021
H 3.60476 3.87697 2.22623 0.002 0.004 -0.027 0.000
H 4.53415 5.62646 0.73914 -0.008 -0.025 -0.007 0.000
H 3.65869 5.85603 -1.58248 -0.034 0.005 0.022 0.000
H 1.79436 4.39795 -2.32863 -0.012 0.035 0.036 0.000
C 3.35985 -2.77735 -5.58862 0.053 -0.097 0.104 0.000
C 2.00330 -3.01825 -5.00915 0.213 -0.387 -0.323 0.000
C 1.20633 -4.07851 -5.31121 -0.105 -0.117 -0.027 0.002
C -0.08918 -4.10882 -4.71959 0.256 -0.235 -0.356 0.000
N -0.58811 -3.13072 -4.03200 0.132 0.868 0.513 0.001
C 0.19125 -2.00885 -3.78048 -0.108 -0.691 -0.129 0.002
S -0.29916 -0.60463 -3.09874 -0.218 0.123 0.012 0.001
N 1.52564 -2.10105 -4.16763 -0.203 0.696 -0.047 0.001
C -0.96859 -5.31085 -4.91002 0.003 -0.072 -0.052 0.000
H 3.60359 -3.54714 -6.31767 -0.002 -0.009 0.022 0.000
H 4.12030 -2.77657 -4.80693 -0.001 0.023 0.029 0.000
H 3.38388 -1.80386 -6.07999 0.011 0.010 0.002 0.000
H 1.54626 -4.85711 -5.97700 -0.003 -0.020 0.024 0.000
H 2.06783 -1.27224 -3.94752 0.027 -0.066 0.099 0.000
H -0.59819 -5.96418 -5.70084 -0.003 0.015 0.018 0.000
H -1.98289 -4.99037 -5.14109 -0.007 0.003 0.020 0.000
H -1.00465 -5.87880 -3.97894 0.013 0.008 0.008 0.000
Br -2.84972 2.93887 0.82813 0.029 -0.034 -0.006 0.000
C -3.30417 1.60259 -0.44017 -0.082 -0.139 0.059 0.001
C -4.40880 1.83372 -1.25489 0.043 0.025 0.025 0.000
C -4.80845 0.81068 -2.09440 -0.069 0.048 -0.023 0.000
C -4.10704 -0.38255 -2.08380 0.020 -0.083 -0.012 0.000
C -3.01104 -0.48922 -1.24421 0.034 -0.113 0.188 0.001
N -2.60304 0.48908 -0.43473 -0.339 0.294 -0.213 0.006
H -4.93169 2.77767 -1.20962 0.005 0.003 0.004 0.000
H -5.67223 0.94119 -2.73645 0.023 0.012 -0.015 0.000
H -4.38840 -1.21529 -2.71503 0.022 0.022 0.005 0.000
H -2.43989 -1.40772 -1.19161 0.053 0.039 -0.066 0.000
O 4.60620 0.38609 -1.35080 -0.244 -0.110 0.077 0.024
C 3.46119 0.34378 -0.98508 0.043 0.185 -0.198 0.024
N 2.31713 0.30788 -0.68674 1.418 -0.242 -0.481 0.005
```
Positions in Å, forces in eV/Å.

## Properties
ΔE to the lowest compared entry with this formula, charge and spin	167.30	kJ/mol
total charge	-2
spin multiplicity	4
expectation value of S²	3.7928
HOMO energy (alpha / beta)	0.4 / -1.4	eV
M	703.57	g/mol

The following is a DFT calculation (ωB97M-V/def2-TZVPD) of a structure of composition C28H22Cl2N5O6PPb.

Structure (XYZ):
```
65
Properties=species:S:1:pos:R:3:forces:R:3:lowdin_charge:R:1
Pb -0.93476 0.47765 -0.71061 -0.460 -0.319 -1.192 1.538
O -3.38093 1.87258 2.43344 0.003 0.226 0.095 0.071
C -3.41839 1.03997 3.48609 0.049 -0.353 -0.031 -0.256
C -3.81420 1.56131 4.71684 0.034 0.185 -0.061 -0.008
C -3.89274 0.75224 5.82620 0.016 -0.005 -0.037 -0.068
C -3.58109 -0.60372 5.74000 -0.023 -0.049 0.127 -0.086
C -3.17329 -1.12796 4.53749 0.055 0.074 -0.064 -0.031
C -3.07323 -0.32490 3.39217 -0.054 0.138 0.153 -0.083
C -2.59791 -0.88097 2.11841 0.091 -0.291 -0.543 -0.381
O -2.66124 -0.19805 1.05535 0.103 -0.216 0.292 -0.184
N -2.12214 -2.13737 2.20689 -0.337 0.301 0.690 0.152
N -1.65402 -2.81544 1.19925 0.285 -0.371 -0.632 -0.072
C -1.02426 -3.96599 1.26346 0.014 0.174 0.058 0.085
C -0.68980 -4.39220 -0.04418 -0.194 0.269 -0.329 -0.132
C -0.03020 -5.49344 -0.59244 0.002 0.017 0.053 -0.009
C 0.13777 -5.52115 -1.95984 0.110 -0.139 0.088 -0.070
C -0.31800 -4.47614 -2.77312 -0.086 0.082 0.061 -0.047
C -0.99065 -3.38800 -2.24956 -0.108 0.261 -0.108 0.020
C -1.17789 -3.38368 -0.87980 0.286 -0.624 0.335 -0.209
O -1.80998 -2.43329 -0.14658 -0.157 0.319 0.071 0.055
H -3.10660 1.34090 1.66090 -0.058 -0.099 -0.015 0.060
H -4.03172 2.61943 4.76878 -0.052 -0.001 0.009 0.120
H -4.19639 1.17818 6.77293 0.004 0.008 0.024 0.107
H -3.64375 -1.23016 6.61887 -0.002 -0.028 -0.016 0.100
H -2.91439 -2.17276 4.45067 0.011 -0.007 0.025 0.104
H -0.81377 -4.40406 2.22198 -0.077 0.061 0.084 0.156
H 0.33284 -6.28963 0.04241 0.033 -0.026 -0.034 0.119
H 0.64173 -6.36258 -2.41496 0.019 0.011 -0.013 0.108
H -0.13781 -4.51981 -3.83826 -0.017 0.012 -0.015 0.114
H -1.32548 -2.56622 -2.86549 -0.005 0.000 -0.038 0.125
Cl 6.08708 -1.59693 -3.25386 0.119 -0.032 -0.013 0.660
C 4.40941 -1.23130 -3.00703 0.016 0.019 -0.017 -0.677
C 3.68544 -0.64170 -4.05599 -0.055 -0.063 0.229 -0.117
C 2.36105 -0.36060 -3.87570 -0.056 -0.051 0.051 -0.597
Cl 1.45025 0.35627 -5.16242 -0.026 0.060 -0.121 0.707
C 1.65483 -0.62702 -2.65132 0.210 -0.104 -0.067 -0.422
O 0.41787 -0.35680 -2.55485 -0.085 0.203 0.205 -0.261
C 2.44266 -1.21171 -1.60766 -0.136 0.297 -0.466 -0.125
C 1.87709 -1.51952 -0.32926 -0.005 -0.325 0.326 -0.178
O 0.73139 -1.31592 0.07426 0.038 0.133 -0.105 -0.110
C 3.80427 -1.50920 -1.81681 -0.047 -0.064 0.095 -0.067
H 4.17715 -0.41609 -4.99171 -0.028 -0.001 -0.029 0.109
H 2.57289 -2.02179 0.36693 0.009 0.007 -0.022 0.137
H 4.36924 -1.97495 -1.01865 0.028 0.033 0.025 0.115
N 0.11425 1.25643 1.09427 0.661 0.398 1.004 0.036
C 0.54566 1.65720 2.10026 -0.383 -0.083 -0.510 -0.147
C 1.05696 2.19814 3.24584 0.293 0.167 0.243 -0.277
C 1.98755 3.25615 3.11671 0.065 0.150 -0.106 -0.247
N 2.73674 4.12211 2.97756 0.018 0.006 -0.035 0.120
C 0.67527 1.73771 4.52512 -0.150 -0.159 0.105 -0.240
N 0.36392 1.37095 5.57230 -0.021 -0.042 0.036 0.134
C 0.67037 5.23523 -1.29999 -0.062 -0.318 -0.203 -0.158
P 0.51627 3.68938 -2.22863 0.400 0.492 -0.271 0.565
C -0.09628 4.08904 -3.88545 0.159 -0.065 0.336 -0.159
C 2.19850 3.05887 -2.44382 -0.374 0.077 0.098 -0.146
O -0.40537 2.73493 -1.53399 -0.141 -0.411 0.219 -0.527
H 1.28416 5.96113 -1.83162 0.020 0.006 -0.007 0.057
H 1.12132 5.01134 -0.33303 0.006 0.020 0.025 0.057
H -0.32681 5.64240 -1.13802 -0.005 0.030 0.009 0.059
H 0.49785 4.87284 -4.35331 0.025 0.005 -0.013 0.057
H -1.13263 4.41351 -3.80172 -0.010 0.007 -0.017 0.058
H -0.04738 3.18160 -4.48749 -0.026 -0.002 -0.024 0.040
H 2.81754 3.79610 -2.95419 0.019 0.007 -0.014 0.064
H 2.15991 2.14226 -3.03096 0.019 -0.001 -0.017 0.017
H 2.62385 2.84524 -1.46304 0.018 -0.007 0.014 0.066
```
Positions in Å, forces in eV/Å.

## Properties
ΔE to the lowest compared entry with this formula, charge and spin	34.52	kJ/mol
HOMO energy	-7.9	eV
M	833.59	g/mol

The following is a DFT calculation (ωB97M-V/def2-TZVPD) of a structure of composition C28H22Cl2OZn.

Structure (XYZ):
```
54
Properties=species:S:1:pos:R:3:forces:R:3:lowdin_charge:R:1
C 5.96929 -3.17335 -0.15305 -0.129 0.048 -0.143 -0.118
C 5.12574 -3.78284 -1.08955 0.228 0.104 -0.107 -0.097
C 4.38940 -3.01084 -1.98549 0.275 0.292 0.214 -0.014
C 4.49759 -1.62090 -1.89534 -1.061 0.778 -0.287 -0.242
O 3.65098 -0.79785 -2.64329 1.716 -0.460 -0.374 -0.042
C 2.28868 -0.82996 -2.34771 -0.588 -0.464 0.020 -0.303
C 1.76804 0.25738 -1.63471 0.184 -0.577 0.168 -0.033
C 0.49371 0.17849 -1.13533 -0.003 0.159 -0.285 -0.060
C -0.38053 -0.90371 -1.46922 -0.290 -0.071 0.268 -0.232
C -1.68309 -0.84148 -0.90999 -0.170 -0.485 -0.240 -0.090
C -2.78493 -1.73224 -1.05654 0.532 0.459 0.256 -0.239
C -4.05051 -1.26440 -0.57784 -0.387 -0.495 -0.083 -0.076
C -5.19660 -2.03371 -0.68287 0.513 0.263 0.036 -0.150
C -5.15021 -3.29784 -1.28443 -0.161 -0.391 -0.245 -0.181
C -3.92474 -3.79626 -1.74505 -0.135 0.483 0.390 -0.151
C -2.75289 -3.05898 -1.59767 -0.360 0.087 -0.056 -0.072
C 0.14149 -1.90534 -2.34889 -0.160 0.051 0.059 -0.055
C 1.47606 -1.90295 -2.72925 0.457 0.942 0.154 -0.058
C 5.40725 -0.99103 -1.03720 -0.323 -0.455 -0.152 -0.009
C 6.10639 -1.77954 -0.13139 0.301 -0.191 -0.239 -0.101
H 6.53983 -3.78875 0.54013 -0.147 0.134 -0.076 0.087
H 5.05011 -4.86957 -1.14819 0.057 0.249 0.133 0.095
H 3.74744 -3.44595 -2.75473 0.188 0.118 0.504 0.104
H 2.41089 1.11381 -1.44431 -0.058 -0.155 0.152 0.109
H 0.12471 0.97115 -0.48155 -0.008 -0.175 -0.233 0.090
H -1.86074 0.03378 -0.28672 -0.082 -0.112 -0.180 0.065
H -4.08817 -0.27369 -0.12286 -0.011 -0.217 -0.092 0.091
H -6.13714 -1.64208 -0.29725 0.085 -0.078 -0.070 0.081
H -6.06065 -3.88829 -1.38243 0.154 0.068 -0.025 0.063
H -3.88989 -4.77998 -2.20876 0.044 0.028 0.107 0.078
H -1.80604 -3.51743 -1.86086 -0.274 0.100 0.014 0.064
H -0.50394 -2.67531 -2.76147 0.203 0.203 0.209 0.066
H 1.90345 -2.69716 -3.34300 -0.265 0.180 0.077 0.091
H 5.51669 0.09315 -1.09366 -0.183 -0.335 0.193 0.119
H 6.78752 -1.30180 0.57408 -0.161 -0.185 -0.120 0.095
Cl -1.62026 0.48295 5.97653 -0.096 -0.465 0.731 -0.122
Zn -0.59226 0.95793 4.18348 -0.749 1.259 -1.000 0.124
Cl 0.86428 0.99455 2.64761 0.398 -0.233 0.005 -0.051
C -2.12038 2.96165 3.63406 0.835 -0.214 0.783 -0.241
C -2.81477 2.10511 2.73633 0.675 0.489 -0.959 -0.182
C -2.47287 2.47538 1.41508 -0.252 0.028 0.248 -0.102
C -1.58771 3.59658 1.47579 -0.482 0.095 0.642 -0.236
C -1.36517 3.90852 2.86809 -0.294 -0.863 -0.174 -0.263
C -0.52859 4.95764 3.24875 0.170 0.533 -0.524 -0.078
C -0.01864 5.80344 2.26032 -0.112 -0.227 0.603 -0.150
C -0.30544 5.56505 0.90272 -0.226 -0.437 -0.447 -0.150
C -1.05945 4.45943 0.50587 0.235 0.346 -0.016 -0.065
H -2.24513 3.03406 4.71450 -0.193 -0.067 -0.267 0.051
H -3.48780 1.31370 3.03748 -0.060 -0.005 -0.098 0.079
H -2.85584 2.06823 0.47965 0.104 -0.112 0.373 0.078
H -0.30671 5.09107 4.30616 0.012 0.218 -0.125 0.094
H 0.59297 6.66547 2.53412 -0.079 -0.229 -0.035 0.072
H 0.07934 6.25031 0.14482 -0.053 -0.158 0.166 0.074
H -1.28075 4.26439 -0.54500 0.186 0.143 0.146 0.098
```
Positions in Å, forces in eV/Å.

## Properties
ΔE to the lowest compared entry with this formula, charge and spin	0.00	kJ/mol
total charge	-2
HOMO energy	0.2	eV
M	510.78	g/mol

Energy readings, ordered: -13049.5722 -6292.4577 -3260.0029 -3855.2083 Eh